Computed, not measured: a cluster of 2 separate species, C11H15N in total at a distorted geometry, with ωB97M-V/def2-TZVPD.

- Relative energy (zero: lowest compared OMol25 entry of this formula, charge and spin): 23.3 kcal per mole
- Max |F|: 2.315 eV/Å
- Highest occupied orbital energy: -8.0 eV
- SMILES string: Cc1c[nH]c2ccccc12.CC
- Multiplicity: 1
- Gap between HOMO and LUMO: 0.328 hartree
- Total energy: -482.8780 hartree

Geometry as XYZ:
```
27
C11H15N ωB97M-V/def2-TZVPD
C -1.966 -2.529 2.032
C -2.024 -1.655 0.825
C -2.438 -1.795 -0.458
N -1.892 -0.753 -1.269
C -1.395 0.234 -0.421
C -0.964 1.502 -0.792
C -0.196 2.170 0.187
C 0.046 1.518 1.382
C -0.452 0.258 1.699
C -1.319 -0.379 0.836
H -2.645 -2.226 2.827
H -0.963 -2.596 2.453
H -2.296 -3.538 1.821
H -3.101 -2.450 -0.992
H -2.301 -0.603 -2.177
H -1.139 1.873 -1.769
H 0.256 3.110 -0.105
H 0.657 1.997 2.147
H -0.217 -0.172 2.669
C 2.838 1.056 -0.639
C 3.233 0.505 -2.009
H 1.925 0.637 -0.228
H 3.697 0.907 0.001
H 2.669 2.129 -0.715
H 3.655 1.172 -2.779
H 2.451 0.026 -2.610
H 3.880 -0.398 -1.918
```

Computed, not measured: a cluster of 2 separate species, C11H15N in total at a distorted geometry, with ωB97M-V/def2-TZVPD.

- Relative energy (zero: lowest compared OMol25 entry of this formula, charge and spin): 30.7 kcal per mole
- Max |F|: 4.147 eV/Å
- Highest occupied orbital energy: -7.8 eV
- SMILES string: Cc1c[nH]c2ccccc12.CC
- Multiplicity: 1
- Gap between HOMO and LUMO: 0.323 hartree
- Total energy: -482.8662 hartree

Geometry as XYZ:
```
27
C11H15N ωB97M-V/def2-TZVPD
C -0.722 -0.600 -3.264
C 0.267 -0.333 -2.192
C 1.414 -1.022 -1.828
N 1.882 -0.523 -0.602
C 1.098 0.617 -0.231
C 1.178 1.427 0.865
C 0.170 2.385 1.056
C -0.828 2.565 0.046
C -0.951 1.660 -1.037
C 0.010 0.721 -1.207
H -0.299 -0.878 -4.172
H -1.224 0.320 -3.531
H -1.500 -1.425 -3.128
H 1.833 -1.894 -2.214
H 2.807 -0.591 -0.167
H 1.884 1.369 1.694
H 0.359 3.041 1.874
H -1.503 3.348 0.282
H -1.793 1.634 -1.803
C -0.063 -1.782 1.907
C -0.898 -1.123 2.999
H 0.923 -1.283 1.844
H 0.059 -2.892 2.055
H -0.514 -1.756 0.915
H -1.113 -1.875 3.723
H -1.964 -0.956 2.756
H -0.513 -0.155 3.359
```

Computed, not measured: a cluster of 2 separate species, C11H15N in total at a distorted geometry, with ωB97M-V/def2-TZVPD.

- Relative energy (zero: lowest compared OMol25 entry of this formula, charge and spin): 26.1 kcal per mole
- Max |F|: 2.995 eV/Å
- Highest occupied orbital energy: -8.0 eV
- SMILES string: Cc1c[nH]c2ccccc12.CC
- Multiplicity: 1
- Gap between HOMO and LUMO: 0.331 hartree
- Total energy: -482.8735 hartree

Geometry as XYZ:
```
27
C11H15N ωB97M-V/def2-TZVPD
C 0.886 0.007 -2.978
C 0.830 0.521 -1.570
C 1.836 0.521 -0.675
N 1.331 1.083 0.558
C -0.039 1.165 0.421
C -1.008 1.680 1.265
C -2.298 1.947 0.818
C -2.684 1.540 -0.457
C -1.709 1.096 -1.336
C -0.415 0.854 -0.906
H 1.157 -1.051 -2.932
H 1.651 0.462 -3.588
H -0.105 0.086 -3.424
H 2.907 0.474 -0.604
H 1.676 0.588 1.370
H -0.688 2.182 2.176
H -2.889 2.559 1.483
H -3.689 1.709 -0.820
H -1.983 0.879 -2.362
C 0.008 -2.615 1.320
C 1.193 -1.938 1.992
H -0.733 -1.969 0.865
H 0.424 -3.442 0.755
H -0.516 -3.127 2.137
H 2.058 -1.877 1.308
H 1.699 -2.419 2.835
H 1.102 -0.915 2.347
```

Computed, not measured: a cluster of 2 separate species, C11H15N in total at a distorted geometry, with ωB97M-V/def2-TZVPD.

- Relative energy (zero: lowest compared OMol25 entry of this formula, charge and spin): 7.4 kcal per mole
- Max |F|: 1.175 eV/Å
- Highest occupied orbital energy: -7.8 eV
- SMILES string: Cc1c[nH]c2ccccc12.CC
- Multiplicity: 1
- Gap between HOMO and LUMO: 0.322 hartree
- Total energy: -482.9034 hartree

Geometry as XYZ:
```
27
C11H15N ωB97M-V/def2-TZVPD
C 3.144 0.080 -0.877
C 1.686 0.321 -1.081
C 1.111 1.506 -1.439
N -0.251 1.330 -1.578
C -0.551 0.012 -1.376
C -1.806 -0.599 -1.356
C -1.856 -1.921 -0.985
C -0.673 -2.605 -0.598
C 0.548 -1.992 -0.606
C 0.638 -0.645 -1.015
H 3.351 -0.892 -0.436
H 3.662 0.830 -0.277
H 3.631 0.028 -1.853
H 1.568 2.478 -1.299
H -0.873 2.018 -1.964
H -2.685 -0.081 -1.713
H -2.762 -2.490 -1.111
H -0.841 -3.653 -0.387
H 1.466 -2.514 -0.358
C -0.908 0.322 2.413
C -1.217 1.801 2.664
H 0.159 0.187 2.294
H -1.231 -0.230 3.304
H -1.443 0.019 1.511
H -0.796 2.202 3.590
H -2.282 2.040 2.649
H -0.787 2.449 1.882
```

Computed, not measured: a cluster of 2 separate species, C11H15N in total at a distorted geometry, with ωB97M-V/def2-TZVPD.

- Relative energy (zero: lowest compared OMol25 entry of this formula, charge and spin): 15.5 kcal per mole
- Max |F|: 1.701 eV/Å
- Highest occupied orbital energy: -8.0 eV
- SMILES string: Cc1c[nH]c2ccccc12.CC
- Multiplicity: 1
- Gap between HOMO and LUMO: 0.328 hartree
- Total energy: -482.8905 hartree

Geometry as XYZ:
```
27
C11H15N ωB97M-V/def2-TZVPD
C -2.358 1.274 0.877
C -1.458 0.932 -0.269
C -1.290 1.461 -1.495
N -0.321 0.802 -2.226
C 0.067 -0.320 -1.488
C 0.869 -1.407 -1.864
C 1.025 -2.388 -0.901
C 0.415 -2.315 0.365
C -0.352 -1.234 0.705
C -0.605 -0.254 -0.242
H -3.142 0.551 1.099
H -2.909 2.204 0.719
H -1.748 1.419 1.768
H -1.672 2.364 -1.952
H -0.353 0.747 -3.222
H 1.179 -1.354 -2.901
H 1.819 -3.120 -1.013
H 0.601 -3.165 1.001
H -0.914 -1.131 1.627
C 2.044 0.556 2.184
C 1.400 1.809 2.782
H 3.093 0.619 2.510
H 1.707 -0.446 2.436
H 2.119 0.575 1.095
H 1.700 1.942 3.814
H 0.311 1.802 2.686
H 1.692 2.607 2.098
```

Computed, not measured: a cluster of 2 separate species, C11H15N in total at a distorted geometry, with ωB97M-V/def2-TZVPD.

- Relative energy (zero: lowest compared OMol25 entry of this formula, charge and spin): 6.4 kcal per mole
- Max |F|: 1.610 eV/Å
- Highest occupied orbital energy (spin up / spin down): -12.9 / -13.6 eV
- Net charge: +1
- Multiplicity: 2
- Gap between HOMO and LUMO (spin up / spin down): 0.338 / 0.247 hartree
- Total energy: -482.6262 hartree

Geometry as XYZ:
```
27
C11H15N ωB97M-V/def2-TZVPD
C -0.712 -2.972 -0.653
C 0.742 -2.900 -1.099
H -1.081 -2.060 -0.222
H -1.329 -3.230 -1.508
H -0.914 -3.751 0.082
H 0.916 -2.504 -2.096
H 1.201 -3.886 -0.989
H 1.394 -2.398 -0.376
C -2.691 1.870 0.276
C 0.817 0.883 1.086
C -0.133 1.331 0.141
C -1.376 1.416 0.794
C -1.117 1.043 2.136
C 2.117 0.672 0.756
C 2.530 1.005 -0.559
C 0.243 1.467 -1.207
C 1.605 1.451 -1.490
N 0.130 0.661 2.290
H 0.683 0.555 3.129
H 2.774 0.222 1.494
H -1.766 1.179 2.992
H 3.577 0.844 -0.787
H -0.472 1.587 -2.004
H -2.930 2.898 0.551
H -3.455 1.160 0.590
H 1.902 1.604 -2.512
H -2.655 1.851 -0.815
```

Computed, not measured: the ion C11H15N2 with charge +1 at a distorted geometry, with ωB97M-V/def2-TZVPD.

- Relative energy (zero: lowest compared OMol25 entry of this formula, charge and spin): 13.4 kcal per mole
- Max |F|: 3.524 eV/Å
- Highest occupied orbital energy: -12.7 eV
- Net charge: +1
- SMILES string: CC(C)(C)n1cc[n+]2ccccc12
- Multiplicity: 1
- Gap between HOMO and LUMO: 0.339 hartree
- Total energy: -537.3911 hartree

Geometry as XYZ:
```
28
C11H15N2 ωB97M-V/def2-TZVPD
C 2.584 1.026 -0.096
C 1.583 -0.089 0.053
C 1.609 -0.967 -1.198
C 1.826 -1.001 1.258
N 0.266 0.697 0.115
C 0.033 1.997 0.251
C -1.317 2.234 0.051
N -1.909 1.030 -0.044
C -3.173 0.662 -0.215
C -3.518 -0.649 -0.047
C -2.557 -1.676 0.072
C -1.213 -1.357 0.081
C -0.921 0.067 0.027
H 2.576 1.690 0.777
H 3.706 0.815 -0.176
H 2.605 1.582 -1.058
H 1.046 -1.886 -1.382
H 1.435 -0.426 -2.068
H 2.604 -1.261 -1.320
H 1.283 -0.708 2.186
H 1.458 -1.974 0.879
H 2.929 -1.277 1.314
H 0.821 2.629 0.529
H -1.771 3.197 -0.057
H -3.988 1.343 -0.280
H -4.517 -1.020 -0.155
H -3.040 -2.558 0.359
H -0.442 -2.121 0.145
```

Computed, not measured: the ion C11H15N2O with charge +1 at a distorted geometry, with ωB97M-V/def2-TZVPD.

- Relative energy (zero: lowest compared OMol25 entry of this formula, charge and spin): 75.6 kcal per mole
- Max |F|: 4.336 eV/Å
- Highest occupied orbital energy (spin up / spin down): -12.4 / -12.4 eV
- Net charge: +1
- SMILES string: CC(C)=[NH+]c1ccccc1[C@H](C)N=O
- Multiplicity: 1
- Gap between HOMO and LUMO (spin up / spin down): 0.289 / 0.289 hartree
- Total energy: -612.5214 hartree

Geometry as XYZ:
```
29
C11H15N2O ωB97M-V/def2-TZVPD
C 2.036 -2.017 0.848
C 1.739 -1.126 -0.283
C 2.862 -0.964 -1.275
N 0.683 -0.385 -0.489
C -0.566 -0.403 0.037
C -1.249 -1.676 0.351
C -2.457 -1.733 0.953
C -3.184 -0.541 1.129
C -2.509 0.618 0.817
C -1.262 0.805 0.120
C -0.781 2.245 0.046
C -0.350 2.737 -1.358
N 0.271 2.371 1.071
O 1.399 2.178 0.749
H 1.999 -3.072 0.639
H 1.343 -1.985 1.661
H 3.185 -1.932 1.171
H 3.061 0.051 -1.034
H 2.630 -1.287 -2.263
H 3.788 -1.477 -0.990
H 0.703 0.344 -1.214
H -0.654 -2.532 0.177
H -2.904 -2.669 1.242
H -4.125 -0.500 1.711
H -3.167 1.505 1.039
H -1.652 2.958 0.344
H -0.662 2.052 -2.228
H 0.689 2.769 -1.477
H -0.869 3.666 -1.495
```

Computed, not measured: a cluster of 2 separate species, C11H15N3O in total at a distorted geometry, with ωB97M-V/def2-TZVPD.

- Relative energy (zero: lowest compared OMol25 entry of this formula, charge and spin): 168.5 kcal per mole
- Max |F|: 4.115 eV/Å
- Highest occupied orbital energy: -7.8 eV
- Multiplicity: 1
- Gap between HOMO and LUMO: 0.263 hartree
- Total energy: -667.4249 hartree

Geometry as XYZ:
```
30
C11H15N3O ωB97M-V/def2-TZVPD
C -2.027 1.950 -0.973
C -1.327 0.987 -0.743
C 3.541 1.243 -0.102
C 2.057 0.830 1.364
C 2.613 0.482 -0.733
C -1.078 -2.268 0.129
C -2.862 3.072 -1.038
C 2.498 -0.029 -2.114
C -2.419 -2.635 0.789
C -0.430 -0.965 2.177
C 0.550 -0.595 -0.048
N 3.150 1.409 1.161
N 1.605 0.233 0.234
N -0.315 -1.269 0.758
O -0.805 -2.646 -0.980
H 4.531 1.471 -0.516
H 1.514 1.012 2.232
H -3.262 3.344 -0.093
H -2.167 3.806 -1.539
H -3.774 2.769 -1.646
H 1.702 0.567 -2.662
H 3.488 0.241 -2.704
H 2.306 -1.075 -2.113
H -3.110 -1.977 1.104
H -2.317 -3.177 1.680
H -2.932 -3.174 0.010
H -0.972 -1.818 2.523
H 0.655 -0.841 2.509
H -1.022 0.037 2.436
H 0.609 -0.984 -1.099
```